Entry 1:
# C5H9F2N

An isolated molecule of C5H9F2N (the ωB97M-V functional and the def2-TZVPD basis, OMol25).

The geometry in XYZ format:
```
17
Properties=species:S:1:pos:R:3:forces:R:3
C 0.67902 0.99874 0.00324 1.0 3.1 -2.5
C -0.27920 -0.03686 0.11392 -1.4 -3.0 2.7
C -0.62555 -0.74861 -1.28818 0.0 2.0 -1.4
C -1.59160 0.44037 0.75789 -2.5 -0.9 0.0
C 0.22457 -1.25542 0.95089 2.6 -0.3 -2.1
N 1.90274 0.85583 -0.49640 2.4 -2.4 -0.3
F -1.32826 0.13981 -2.07764 -0.8 -0.1 0.4
F 0.48500 -0.86181 -2.07587 0.7 -0.9 0.6
H 0.55992 2.05585 -0.33597 -1.9 -0.6 1.1
H -2.60409 -0.07335 0.33874 2.7 0.7 0.9
H -1.67641 1.43398 0.39467 -0.6 1.3 0.2
H -1.67388 0.41013 1.90747 0.6 0.0 -1.9
H 0.64765 -2.04614 0.27843 -0.5 0.5 0.3
H -0.48394 -1.72936 1.54084 -1.8 -0.6 0.8
H 1.06062 -1.06303 1.60434 0.3 0.7 0.4
H 2.33060 -0.08151 -0.54298 -0.3 0.8 0.0
H 2.37281 1.56139 -1.07339 -0.6 -0.5 0.7
```
Positions in Å, forces in eV/Å.

Values from the calculation:
- E_tot (eV) = -12251.8676
- LUMO level (spin up / spin down) (eV) = 0.48 / -0.15
- ΔE to the lowest compared entry with this formula, charge and spin (kcal/mol) = 81.0
- HOMO level (spin up / spin down) (eV) = -8.2 / -6.9
- orbital gap (spin up / spin down) (eV) = 8.710 / 6.797

***

Entry 2:
# C5H9F3N3OP3

A structure of composition C5H9F3N3OP3 (the ωB97M-V functional and the def2-TZVPD basis, OMol25).

The geometry in XYZ format:
```
24
Properties=species:S:1:pos:R:3:forces:R:3
C 2.28346 -2.01123 1.76959 0.6 -0.5 1.6
C 2.66445 -0.84023 -2.37088 -1.2 0.1 -0.5
C 1.45029 -1.03365 1.54923 -0.2 1.2 -0.9
C 2.29194 -1.13881 -1.12489 1.1 -0.5 -0.6
C -2.34150 3.65871 1.19953 -2.0 0.2 -0.7
N -0.03943 -0.13890 -0.56576 -1.7 0.8 0.4
N -2.54731 1.47857 0.52451 0.7 1.6 -0.3
N -2.04422 -0.74683 -1.23757 -1.7 -0.1 -1.1
O -2.45029 2.84044 0.07665 -0.3 -2.1 -0.8
F -3.16883 -0.80147 -2.12524 1.1 0.4 1.4
F -0.38486 -2.66336 -1.16484 0.1 0.9 -0.6
F -1.90086 -0.67038 1.33263 0.6 0.8 -1.5
P -0.54560 -1.18675 -1.87437 0.3 -0.6 1.1
P -1.66218 0.30285 0.05108 0.6 -2.6 0.6
P 1.61053 0.01922 0.04083 -0.9 0.8 0.8
H 2.46286 -2.61763 2.66157 -0.7 0.3 -0.1
H 3.06374 -2.06378 1.08860 1.4 -0.9 -1.3
H 2.83495 -1.45066 -3.31857 0.2 0.6 1.9
H 2.44824 0.20299 -2.48093 0.4 0.7 -1.2
H 0.76273 -0.63183 2.25806 -0.7 -0.1 0.5
H 2.37360 -2.07114 -0.66366 0.1 -1.9 0.0
H -3.20596 3.61284 1.84253 -0.8 -0.3 0.1
H -2.38891 4.62310 0.72708 0.9 0.8 0.4
H -1.56685 3.32793 1.80485 2.2 0.2 0.9
```
Positions in Å, forces in eV/Å.

Values from the calculation:
- E_tot (eV) = -47862.6710
- LUMO level (eV) = 0.01
- ΔE to the lowest compared entry with this formula, charge and spin (kcal/mol) = 4.8
- HOMO level (eV) = -9.2
- orbital gap (eV) = 9.195

***

Entry 3:
# C5H9FIN2O3S

The ion C5H9FIN2O3S with charge -1 (the ωB97M-V functional and the def2-TZVPD basis, OMol25).

The geometry in XYZ format:
```
22
Properties=species:S:1:pos:R:3:forces:R:3
H -0.56853 2.21587 -1.40700 2.2 0.9 -0.9
N -1.24917 1.72547 -0.93486 -2.4 0.5 -0.4
C -1.03090 0.90488 -0.05311 -1.9 -2.2 2.1
O 0.08481 0.45307 0.52519 -0.4 0.7 1.3
C 1.31956 0.78409 -0.03810 1.6 0.8 -0.9
C 2.40008 0.94372 1.00116 -0.2 -0.4 -0.3
C 1.59091 -0.30873 -1.05173 -0.5 -1.3 0.7
C -2.29565 -0.00074 0.52275 2.0 0.8 -1.9
F -2.38064 0.00826 1.87819 0.6 -0.5 0.2
I -4.18000 0.76415 -0.12116 0.1 -0.1 -0.2
S -1.82594 -1.73029 -0.28000 -0.7 -0.9 1.4
N -0.69520 -2.32807 0.58780 0.3 0.8 -1.9
O -3.11139 -2.43791 -0.24838 0.7 0.6 -0.2
O -1.27546 -1.36698 -1.57157 -0.7 0.2 -0.1
H 1.36784 1.81587 -0.44074 -0.9 -0.4 -0.6
H 2.64598 0.08727 1.54391 0.4 -1.9 0.5
H 3.29988 1.34868 0.59629 0.7 0.1 -0.7
H 2.13498 1.60387 1.75571 -0.9 1.7 1.3
H 2.24120 -0.06792 -1.87376 0.3 0.2 -0.3
H 0.60312 -0.68798 -1.36482 0.6 0.4 -0.6
H 1.97034 -1.20010 -0.50107 0.1 0.6 -0.3
H -1.04584 -2.52646 1.47528 -0.8 -0.6 1.8
```
Positions in Å, forces in eV/Å.

Values from the calculation:
- E_tot (eV) = -36106.4176
- LUMO level (eV) = 2.87
- charge = -1
- ΔE to the lowest compared entry with this formula, charge and spin (kcal/mol) = 8.2
- HOMO level (eV) = -4.8
- SMILES string = [H]/N=C(\OC(C)C)[C@@](F)(I)[S@@](=N)(=O)[O-]
- orbital gap (eV) = 7.633

***

Entry 4:
# C5H9FN2

A structure of composition C5H9FN2 (the ωB97M-V functional and the def2-TZVPD basis, OMol25).

The geometry in XYZ format:
```
17
Properties=species:S:1:pos:R:3:forces:R:3
C 0.24146 -0.04972 1.02706 -1.0 1.3 0.2
C -0.91495 -0.53688 0.07064 0.5 0.4 -0.6
C -0.35669 -0.01302 -1.29907 1.0 0.2 -0.6
C 0.08382 1.46634 -0.95228 -1.0 -1.8 2.0
C 1.06693 0.63483 -0.02681 0.1 1.0 -1.6
H 1.45458 -1.59868 1.14808 1.1 -1.6 -1.4
H 0.46778 -1.53563 2.45032 0.6 0.7 -0.9
H -0.10177 0.69305 1.77826 -0.3 -0.3 -0.7
H -1.01139 -1.61326 0.12895 -0.1 -0.3 -0.2
H -0.84430 -0.27071 -2.29057 0.4 0.1 1.4
H -0.66451 2.12532 -0.46732 0.4 -0.3 -0.3
H 0.61838 1.93960 -1.74022 0.3 0.3 -0.7
H 1.96853 1.11811 0.30917 0.5 -0.1 0.1
H 1.71728 -0.13597 -1.88208 -0.2 0.3 -0.3
N 1.02449 -0.98507 1.76140 -1.3 -0.1 2.1
N 1.13658 -0.43718 -1.11379 -1.4 -0.1 1.2
F -2.16172 0.02496 0.34610 0.4 0.0 0.0
```
Positions in Å, forces in eV/Å.

Values from the calculation:
- E_tot (eV) = -11027.0761
- LUMO level (eV) = 1.11
- ΔE to the lowest compared entry with this formula, charge and spin (kcal/mol) = 33.1
- HOMO level (eV) = -9.1
- orbital gap (eV) = 10.168

***

Entry 5:
# C5H9FNO4S2

A structure of composition C5H9FNO4S2 (the ωB97M-V functional and the def2-TZVPD basis, OMol25).

The geometry in XYZ format:
```
22
Properties=species:S:1:pos:R:3:forces:R:3
C 4.08224 0.09579 0.64422 0.3 -0.1 0.2
C 3.22906 1.06220 0.29352 -0.3 -0.1 0.1
C 1.99218 1.40319 1.10684 1.8 1.3 0.5
N 0.80802 1.39255 0.22584 0.2 0.3 -0.1
S -0.48834 2.45030 0.75760 -1.1 0.1 0.0
S 0.25293 -0.14355 -0.05340 -0.7 -2.1 0.2
O 1.26743 -1.00610 -0.50889 1.5 0.6 -1.0
O -0.49982 -0.68253 1.00710 -1.0 0.8 1.0
F -0.71627 0.07091 -1.24430 0.5 0.9 0.3
H 4.35077 -0.70576 -0.03683 1.3 0.9 -0.5
H 4.49411 0.07211 1.65187 -1.2 -1.1 0.5
H 3.37325 1.62310 -0.62658 -1.0 -0.9 -0.7
H 1.91124 0.76139 1.98463 -0.2 -0.1 -0.1
H 2.11477 2.42841 1.46793 -0.5 0.1 0.0
H 0.17262 3.43761 1.39255 0.5 -0.5 -0.3
C -3.18406 -1.47536 -1.02245 -0.1 0.2 0.1
C -4.55619 -2.12073 -1.32398 0.0 0.0 0.0
O -5.56192 -1.41340 -1.08074 0.0 -0.1 0.0
O -4.50628 -3.28572 -1.78106 -0.1 0.0 0.0
H -3.29990 -0.46296 -0.63094 -0.1 0.0 0.0
H -2.64537 -2.07507 -0.28590 0.1 -0.1 -0.1
H -2.59048 -1.42636 -1.93704 0.0 -0.2 0.0
```
Positions in Å, forces in eV/Å.

Values from the calculation:
- E_tot (eV) = -39396.4294
- LUMO level (eV) = 1.85
- charge = -1
- HOMO level (eV) = -3.6
- orbital gap (eV) = 5.408

***

Entry 6:
# C5H9FO

A cluster of 2 separate species, C5H9FO in total (the ωB97M-V functional and the def2-TZVPD basis, OMol25).

The geometry in XYZ format:
```
16
Properties=species:S:1:pos:R:3:forces:R:3
C 0.51337 -0.41745 -0.36711 1.2 -1.2 1.8
C 1.91843 -0.00922 -0.28135 2.0 -0.5 0.4
C -0.09618 -1.66989 0.17481 -2.2 -0.7 1.1
C -2.29770 2.71783 -0.05494 0.5 -1.7 3.3
C -1.31207 2.35288 0.99095 1.0 -1.5 -1.5
O 1.33327 -0.47024 -1.48479 -0.2 0.1 -1.5
F -1.51555 3.06073 2.04944 -0.5 0.9 0.7
H -0.09883 0.40040 -0.24979 -1.7 1.8 -0.4
H 2.70172 -0.76989 0.05337 -1.0 1.4 0.0
H 0.50175 -2.55917 0.12368 0.8 -0.2 -0.2
H -0.98344 -1.90650 -0.53016 1.0 0.3 1.5
H -0.42429 -1.63121 1.33603 0.5 0.4 -2.9
H -2.99010 1.91744 0.24637 -0.6 -0.1 0.4
H -2.08922 2.34416 -0.99533 0.8 0.3 -2.2
H -2.69915 3.62412 0.25394 -1.2 2.0 -0.7
H 2.19281 1.09351 -0.28584 -0.3 -1.5 0.2
```
Positions in Å, forces in eV/Å.

Values from the calculation:
- E_tot (eV) = -10090.3735
- LUMO level (eV) = 0.45
- ΔE to the lowest compared entry with this formula, charge and spin (kcal/mol) = 125.0
- HOMO level (eV) = -9.0
- orbital gap (eV) = 9.475

***

Entry 7:
# C5H9GdNaO4

A structure of composition C5H9GdNaO4 (the ωB97M-V functional and the def2-TZVPD basis, OMol25).

The geometry in XYZ format:
```
20
Properties=species:S:1:pos:R:3:forces:R:3
O 1.64176 -2.56361 -0.76194 -0.3 0.2 -0.2
C 0.52997 -2.62351 -1.31815 -0.2 0.3 0.3
C -0.53293 -1.68661 -1.17309 -0.2 -0.6 0.0
O -0.36844 -0.83813 -0.06411 0.1 0.1 0.4
C -0.83581 0.49070 -0.16954 -0.2 0.0 -0.2
C -0.52461 1.20357 1.12344 -0.4 0.2 0.2
O 0.87386 1.15256 1.35075 0.2 -0.3 -0.4
C 1.29201 1.87969 2.49121 0.1 0.3 0.4
Na 1.79940 -0.88528 0.76130 0.0 -0.2 0.0
H 0.31527 -3.45483 -2.02476 0.1 0.0 0.1
H -1.92327 0.51746 -0.34822 0.2 0.0 0.1
H -0.32839 1.00601 -1.00619 -0.1 0.0 0.1
H -1.05665 0.72406 1.96263 0.1 0.1 -0.2
H -0.86250 2.25020 1.04901 0.1 -0.2 0.0
H 2.37715 1.75291 2.58363 -0.3 0.1 0.0
H 1.06070 2.94972 2.37571 0.1 -0.3 0.1
H 0.80032 1.49696 3.39961 0.1 0.1 -0.2
Gd -0.75857 -0.88402 -3.72497 -1.3 0.9 -3.0
O -1.96009 -0.33386 -5.28357 1.5 -0.8 2.5
H -1.53920 -2.15399 -1.22274 0.3 0.1 0.1
```
Positions in Å, forces in eV/Å.

Values from the calculation:
- spin multiplicity = 8
- E_tot (eV) = -38763.2370
- LUMO level (spin up / spin down) (eV) = -4.70 / -5.16
- charge = +1
- ΔE to the lowest compared entry with this formula, charge and spin (kcal/mol) = 12.8
- <S²> = 16.36
- HOMO level (spin up / spin down) (eV) = -12.0 / -11.4
- orbital gap (spin up / spin down) (eV) = 7.313 / 6.226

***

Entry 8:
# C5H9GdO3

A structure of composition C5H9GdO3 (the ωB97M-V functional and the def2-TZVPD basis, OMol25).

The geometry in XYZ format:
```
18
Properties=species:S:1:pos:R:3:forces:R:3
O -1.08883 2.25547 0.64229 -1.5 0.6 -1.6
C -1.82293 1.76958 -0.23655 -0.6 0.5 0.8
C -1.72610 0.33836 -0.56682 2.3 -0.9 -1.9
O -1.08095 -0.25540 0.55723 1.0 1.0 0.2
C -1.26467 -1.60686 0.79002 -0.5 -1.3 0.2
C -0.31211 -2.37400 1.29433 -0.2 0.3 -0.4
Gd 0.60762 1.22191 1.42028 2.6 -1.4 -0.7
H -2.68003 2.33016 -0.63888 0.5 0.3 -0.2
H -0.90576 0.17814 -1.53725 -2.8 0.5 2.1
H -2.28209 -1.92197 0.55366 0.2 -0.1 0.3
H 0.72911 -2.05139 1.34346 -0.2 -0.1 0.2
H -0.55840 -3.38888 1.60275 0.2 0.2 -0.2
O 1.74270 0.85326 -0.48603 -2.0 0.6 1.9
C 3.06020 0.71257 -0.91877 1.4 -0.6 0.1
H 3.11106 0.87798 -2.00975 -0.2 0.0 0.3
H 3.77243 1.42771 -0.46913 -0.4 0.0 -0.1
H 3.44284 -0.29743 -0.68091 -0.2 0.4 -0.3
H -2.74408 -0.06921 -0.65993 0.4 -0.1 -0.6
```
Positions in Å, forces in eV/Å.

Values from the calculation:
- spin multiplicity = 8
- E_tot (eV) = -32288.2022
- LUMO level (spin up / spin down) (eV) = -11.02 / -9.15
- charge = +2
- ΔE to the lowest compared entry with this formula, charge and spin (kcal/mol) = 7.6
- <S²> = 16.18
- HOMO level (spin up / spin down) (eV) = -17.5 / -17.6
- orbital gap (spin up / spin down) (eV) = 6.502 / 8.468